1.
{"formula": "C16H26N4O3S", "method": "ωB97M-V with the def2-TZVPD basis set", "e_tot_ev": -39935.1672, "homo_ev": -7.96, "e_lumo_ev": -0.5589, "homo_lumo_gap_ev": 7.40, "smiles": "CCCCCCC(=O)N/N=C/c1c(O)n(CCCC)c(=S)[nH]c1=O", "e_above_lowest_kj_mol": 1766.9, "species": ["C", "C", "C", "C", "C", "C", "C", "O", "N", "N", "C", "C", "C", "O", "N", "C", "C", "C", "C", "C", "S", "N", "C", "O", "H", "H", "H", "H", "H", "H", "H", "H", "H", "H", "H", "H", "H", "H", "H", "H", "H", "H", "H", "H", "H", "H", "H", "H", "H", "H"], "xyz": [[-5.33, 0.78, -0.31], [-5.31, 0.02, 0.93], [-3.85, -0.68, 0.99], [-3.61, -1.32, 2.39], [-2.27, -2.40, 2.29], [-0.87, -1.69, 2.29], [-0.85, -0.72, 3.45], [-1.43, -0.88, 4.46], [0.20, 0.07, 3.49], [0.95, 0.22, 2.14], [1.93, 1.24, 2.21], [2.76, 1.50, 1.37], [2.54, 0.59, -0.03], [1.71, -0.27, -0.05], [3.34, 0.98, -1.05], [3.26, -0.06, -2.38], [2.09, 0.68, -3.26], [2.05, -0.13, -4.56], [1.22, -1.18, -4.53], [4.46, 1.73, -1.03], [5.34, 2.13, -2.18], [4.58, 2.46, 0.15], [3.62, 2.38, 1.24], [4.07, 2.96, 2.21], [-6.40, 1.36, -0.24], [-5.40, 0.29, -1.29], [-4.42, 1.58, -0.56], [-5.17, 0.69, 1.94], [-5.99, -0.69, 1.24], [-2.95, 0.10, 0.71], [-3.89, -1.40, 0.21], [-3.44, -0.80, 3.08], [-4.38, -2.11, 2.49], [-2.38, -3.20, 1.48], [-2.20, -3.20, 3.02], [-0.21, -2.29, 2.01], [-0.97, -0.97, 1.21], [0.50, 0.35, 4.28], [2.06, 1.89, 3.22], [1.06, -0.43, 0.61], [2.77, -0.95, -1.98], [4.16, 0.05, -2.68], [2.37, 1.80, -3.45], [1.14, 0.92, -2.65], [3.04, -0.10, -4.99], [1.30, 0.56, -5.07], [0.35, -1.36, -3.78], [1.22, -1.75, -5.17], [1.95, -2.05, -3.97], [5.24, 3.32, 0.09]]}

=====

2.
{"formula": "C30H34As2BClN6O8Pb", "method": "ωB97M-V with the def2-TZVPD basis set", "e_tot_ev": -197088.4699, "homo_ev": -13.21, "e_lumo_ev": -6.8436, "homo_lumo_gap_ev": 6.36, "charge": 2, "e_above_lowest_kj_mol": 177.9, "species": ["Pb", "C", "C", "N", "N", "C", "B", "N", "C", "C", "C", "N", "N", "C", "C", "C", "N", "H", "H", "H", "H", "H", "H", "H", "H", "H", "H", "C", "O", "C", "O", "C", "C", "As", "C", "C", "C", "As", "C", "C", "O", "O", "C", "C", "O", "O", "C", "C", "O", "O", "C", "H", "H", "H", "H", "H", "H", "H", "H", "H", "H", "H", "H", "H", "H", "H", "H", "H", "H", "Cl", "C", "C", "C", "C", "C", "C", "C", "H", "H", "H", "H", "H", "H"], "xyz": [[1.17, -0.79, -1.23], [0.71, -3.02, 2.65], [2.12, -2.96, 2.19], [2.05, -3.23, 0.80], [0.85, -3.49, 0.50], [-0.01, -3.39, 1.57], [0.48, -4.12, -0.89], [-0.70, -3.40, -1.53], [-1.87, -3.93, -1.90], [-2.55, -3.01, -2.68], [-1.70, -1.91, -2.73], [-0.59, -2.16, -2.03], [1.69, -3.97, -1.79], [2.40, -4.94, -2.38], [3.38, -4.36, -3.16], [3.20, -2.99, -2.98], [2.18, -2.77, -2.15], [0.39, -2.85, 3.66], [2.70, -1.48, 3.61], [-1.05, -3.58, 1.46], [0.21, -5.25, -0.67], [-2.16, -4.92, -1.61], [-3.50, -3.13, -3.16], [-1.81, -0.98, -3.26], [2.16, -5.98, -2.23], [4.11, -4.85, -3.76], [3.73, -2.18, -3.42], [-4.77, 0.87, -3.67], [-3.57, 0.90, -2.89], [-3.72, 0.90, -1.57], [-4.78, 0.86, -0.99], [-2.40, 0.84, -0.90], [-2.41, 0.59, 0.45], [-3.04, 2.31, 1.26], [-4.07, 3.44, 0.03], [-1.30, 3.08, 0.69], [-0.45, 2.68, -0.26], [-0.75, 1.35, -1.74], [-1.24, 2.61, -3.18], [0.91, 3.22, -0.53], [1.46, 2.92, -1.57], [1.45, 3.90, 0.45], [2.73, 4.50, 0.23], [-1.09, 4.30, 1.52], [-0.71, 5.36, 1.10], [-1.53, 4.07, 2.77], [-1.39, 5.15, 3.70], [-1.41, -0.18, 1.11], [-0.64, -0.95, 0.48], [-1.33, -0.33, 2.43], [-2.34, 0.05, 3.34], [-4.47, 0.62, -4.69], [-5.25, 1.85, -3.65], [-5.46, 0.13, -3.27], [-5.09, 3.06, -0.03], [-3.64, 3.52, -0.96], [-4.10, 4.43, 0.49], [-2.11, 3.22, -2.94], [-1.44, 2.04, -4.09], [-0.38, 3.25, -3.35], [2.68, 5.50, 0.65], [2.95, 4.53, -0.84], [3.49, 3.91, 0.75], [-2.15, 5.01, 4.46], [-1.51, 6.10, 3.19], [-0.40, 5.11, 4.16], [-2.20, -0.60, 4.21], [-3.34, -0.12, 2.92], [-2.24, 1.10, 3.65], [3.77, 0.79, -0.51], [4.04, -0.34, 0.79], [5.24, -0.93, 0.92], [5.47, -1.87, 1.98], [4.47, -2.28, 2.76], [3.06, -1.78, 2.62], [2.93, -0.59, 1.69], [1.85, 0.21, 1.77], [6.05, -0.71, 0.24], [6.47, -2.25, 2.12], [4.63, -3.01, 3.54], [2.64, -3.85, 2.60], [1.77, 1.11, 1.18], [1.07, 0.03, 2.48]]}

=====

3.
{"formula": "C3H11N3", "method": "ωB97M-V with the def2-TZVPD basis set", "e_tot_ev": -7754.7426, "homo_ev": -7.49, "e_lumo_ev": 0.7679, "homo_lumo_gap_ev": 8.25, "e_above_lowest_kj_mol": 515.4, "species": ["C", "C", "N", "H", "H", "H", "H", "H", "H", "H", "N", "C", "N", "H", "H", "H", "H"], "xyz": [[-1.58, -0.09, -0.83], [-1.26, 0.21, 1.33], [-1.07, -1.24, -1.24], [-1.59, -2.08, -1.02], [-0.04, -1.29, -1.07], [-1.00, 0.79, -1.07], [-2.66, 0.00, -0.76], [-0.58, 0.56, 2.13], [-1.81, -0.66, 1.69], [-1.96, 1.05, 1.26], [1.13, -0.49, 0.12], [2.70, 1.08, -0.49], [1.51, 0.61, -0.57], [1.85, -0.85, 0.75], [-0.06, -0.18, 0.71], [2.93, 1.98, -1.04], [3.49, 0.60, 0.10]]}

=====

4.
{"formula": "C33H27Cl2N5O3SSr", "method": "ωB97M-V with the def2-TZVPD basis set", "e_tot_ev": -84967.8552, "homo_ev": -6.01, "e_lumo_ev": -0.4431, "homo_lumo_gap_ev": 5.56, "e_above_lowest_kj_mol": 68.5, "species": ["Sr", "N", "C", "C", "N", "C", "C", "N", "C", "C", "N", "H", "H", "H", "H", "H", "H", "Cl", "C", "Cl", "C", "O", "O", "H", "O", "S", "C", "C", "C", "C", "C", "C", "C", "C", "C", "C", "C", "C", "H", "H", "H", "H", "H", "H", "H", "H", "H", "H", "N", "C", "C", "C", "C", "C", "C", "C", "C", "C", "C", "C", "C", "C", "H", "H", "H", "H", "H", "H", "H", "H", "H", "H"], "xyz": [[10.18, 9.72, 16.36], [5.85, 8.43, 15.66], [6.29, 7.13, 15.57], [7.62, 7.20, 15.81], [7.99, 8.51, 16.05], [6.87, 9.27, 15.92], [6.76, 10.78, 16.05], [7.85, 11.55, 16.17], [7.41, 12.80, 16.50], [6.07, 12.85, 16.65], [5.65, 11.54, 16.42], [4.84, 8.60, 15.51], [5.67, 6.24, 15.37], [8.32, 6.43, 15.98], [8.07, 13.64, 16.62], [5.41, 13.64, 17.03], [4.71, 11.18, 16.50], [12.91, 13.40, 16.61], [13.79, 12.20, 17.57], [15.26, 11.43, 16.90], [13.06, 10.89, 18.04], [13.29, 10.61, 19.22], [12.41, 10.29, 17.16], [14.14, 12.82, 18.44], [9.54, 10.03, 18.65], [9.02, 9.44, 19.99], [10.07, 10.04, 21.28], [9.47, 10.06, 22.55], [10.08, 10.77, 23.57], [11.36, 11.28, 23.40], [12.10, 10.94, 22.26], [11.40, 10.36, 21.16], [9.57, 7.76, 19.95], [10.85, 7.52, 19.43], [11.26, 6.22, 19.41], [10.47, 5.23, 19.97], [9.15, 5.42, 20.29], [8.70, 6.73, 20.30], [8.45, 9.67, 22.64], [9.62, 10.95, 24.54], [11.87, 11.87, 24.18], [13.15, 11.21, 22.12], [11.93, 10.12, 20.23], [11.54, 8.39, 19.21], [12.18, 5.97, 18.90], [10.90, 4.25, 20.10], [8.50, 4.59, 20.68], [7.73, 7.03, 20.60], [11.05, 9.43, 14.11], [11.71, 9.63, 13.09], [11.01, 10.21, 11.82], [9.67, 10.58, 11.92], [8.88, 10.78, 10.78], [9.45, 10.76, 9.55], [10.80, 10.44, 9.41], [11.56, 10.07, 10.48], [13.17, 9.15, 12.94], [14.05, 9.57, 11.91], [15.14, 8.79, 11.60], [15.43, 7.63, 12.33], [14.60, 7.26, 13.37], [13.52, 8.06, 13.71], [9.28, 10.76, 12.92], [7.83, 11.08, 10.79], [8.83, 10.90, 8.65], [11.29, 10.48, 8.43], [12.54, 9.60, 10.29], [13.89, 10.48, 11.36], [15.78, 9.04, 10.74], [16.29, 7.01, 12.05], [14.79, 6.35, 13.94], [12.92, 7.80, 14.57]]}

=====

5.
{"formula": "CH3N2O", "method": "ωB97M-V with the def2-TZVPD basis set", "e_tot_ev": -6101.9302, "homo_ev": -16.92, "e_lumo_ev": -5.1025, "homo_lumo_gap_ev": 11.82, "charge": 1, "smiles": "[NH2+]=C1NO1", "e_above_lowest_kj_mol": 275.2, "species": ["N", "C", "N", "O", "H", "H", "H"], "xyz": [[0.72, 0.76, -0.43], [-0.01, -0.19, 0.02], [-0.91, -0.71, 0.85], [0.03, -1.53, 0.14], [0.32, 1.79, -0.26], [1.67, 0.59, -0.91], [-1.82, -0.71, 0.60]]}

=====

6.
{"formula": "C3H3N3", "method": "ωB97M-V with the def2-TZVPD basis set", "e_tot_ev": -7624.2979, "homo_ev": [-11.59, -9.34], "e_lumo_ev": [-0.3257, -4.1486], "homo_lumo_gap_ev": [11.27, 5.19], "e_above_lowest_kj_mol": 506.7, "species": ["C", "C", "C", "N", "N", "N", "H", "H", "H"], "xyz": [[-1.20, 1.32, -0.28], [-1.63, -1.01, -0.09], [1.82, -0.26, 0.15], [-0.98, 2.42, 0.03], [-1.81, -2.09, 0.28], [-1.36, 0.11, -0.59], [1.40, 0.66, -0.28], [2.36, 0.01, 1.03], [1.40, -1.16, -0.27]]}

=====

7.
{"formula": "H24O12", "method": "ωB97M-V with the def2-TZVPD basis set", "e_tot_ev": -24949.6334, "homo_ev": [-14.25, -14.09], "e_lumo_ev": [-3.2268, -10.5924], "multiplicity": 2, "homo_lumo_gap_ev": [11.02, 3.50], "charge": 1, "e_above_lowest_kj_mol": 128.1, "species": ["O", "H", "H", "O", "H", "H", "O", "H", "H", "O", "H", "H", "O", "H", "H", "O", "H", "H", "O", "H", "H", "O", "H", "H", "O", "H", "H", "O", "H", "H", "O", "H", "H", "O", "H", "H"], "xyz": [[9.78, -2.65, -5.78], [10.26, -2.88, -4.99], [8.86, -2.67, -5.52], [11.97, -1.87, -7.25], [11.41, -1.98, -8.01], [11.43, -2.16, -6.51], [11.63, -2.87, -3.79], [11.36, -3.53, -3.15], [11.79, -2.08, -3.28], [7.06, -4.56, -4.49], [7.56, -3.86, -4.06], [7.73, -5.16, -4.82], [9.73, 0.53, -4.06], [9.71, -0.42, -4.01], [10.54, 0.73, -4.52], [9.95, -4.44, -2.78], [10.42, -5.03, -2.20], [9.76, -4.96, -3.56], [6.07, -2.26, -7.18], [5.97, -2.31, -6.23], [5.23, -1.91, -7.49], [8.22, -2.35, -3.08], [8.83, -2.93, -2.63], [8.00, -1.68, -2.44], [5.78, -2.06, -4.46], [6.69, -2.09, -4.15], [5.34, -2.77, -3.99], [12.38, -5.53, -4.46], [12.39, -5.46, -5.42], [11.98, -4.70, -4.17], [8.09, -0.65, -7.73], [7.47, -1.37, -7.86], [8.91, -1.08, -7.50], [9.55, -5.79, -5.08], [10.06, -6.50, -4.68], [9.47, -6.04, -6.00]]}

=====

8.
{"formula": "C2H6N2O", "method": "ωB97M-V with the def2-TZVPD basis set", "e_tot_ev": -7196.8486, "homo_ev": -9.28, "e_lumo_ev": 0.6310, "homo_lumo_gap_ev": 9.91, "smiles": "NCC(N)=O", "e_above_lowest_kj_mol": 283.6, "species": ["N", "C", "C", "N", "O", "H", "H", "H", "H", "H", "H"], "xyz": [[1.29, 0.22, 0.00], [0.36, -0.87, -0.09], [-1.20, -0.19, 0.02], [-1.08, 1.17, -0.15], [-2.33, -0.70, 0.00], [2.04, 0.04, 0.98], [2.21, 0.14, -0.74], [0.48, -1.42, -1.04], [0.45, -1.78, 0.66], [-0.17, 1.73, 0.24], [-2.05, 1.66, 0.13]]}